Here is a cluster of 9 separate species, C44H96N3O10PS2 in total from OMol25. Energies are from ωB97M-V/def2-TZVPD.

Geometry as ORCA input:
```
! wB97M-V def2-TZVPD RIJCOSX def2/J DEFGRID3
* xyz 0 1
C -0.047 -4.096 -0.113
C 0.870 -2.996 0.740
O 2.170 -3.332 0.895
O 0.256 -1.780 1.300
C 1.008 -0.566 0.922
C 0.475 0.097 -0.518
C -0.961 0.889 -0.191
C -2.122 0.625 -1.317
C -3.376 -0.309 -0.816
C -3.892 -0.305 0.746
C -5.101 -1.224 1.370
P -5.458 -1.055 3.266
N -4.782 0.387 3.695
C -5.901 -2.235 0.356
N -7.040 -3.196 0.739
S -7.488 -3.973 -0.770
N -6.366 -3.227 -1.930
C -5.441 -2.242 -1.246
C -4.202 -1.316 -1.861
S -3.789 -1.419 -3.722
H -1.188 -3.801 -0.139
H 0.062 -5.134 0.467
H 0.432 -4.242 -1.179
H 2.179 -0.699 0.948
H 0.766 0.239 1.769
H 1.272 0.903 -0.826
H 0.368 -0.720 -1.349
H -1.244 0.578 0.902
H -0.776 2.067 -0.156
H -2.565 1.681 -1.637
H -1.639 0.175 -2.308
H -3.340 0.427 1.484
H -4.775 -2.053 4.068
H -6.861 -0.932 3.579
H -4.023 0.231 4.404
H -4.503 -2.506 -4.286
C -3.965 -5.678 1.912
C -3.001 -5.193 2.980
O -3.572 -5.154 4.288
C -4.042 -6.395 4.809
C -2.958 -7.451 4.930
H -4.861 -5.048 1.889
H -3.489 -5.648 0.927
H -4.293 -6.704 2.094
H -2.698 -4.167 2.742
H -2.083 -5.790 2.987
H -4.886 -6.758 4.216
H -4.438 -6.183 5.810
H -2.533 -7.713 3.957
H -3.364 -8.366 5.374
H -2.137 -7.089 5.558
C -4.362 6.086 -3.580
C -4.567 4.683 -3.037
O -3.457 4.197 -2.281
C -3.104 4.949 -1.123
C -4.218 5.038 -0.095
H -3.462 6.128 -4.204
H -5.223 6.390 -4.184
H -4.238 6.819 -2.780
H -4.696 3.994 -3.879
H -5.485 4.617 -2.443
H -2.749 5.943 -1.411
H -2.247 4.437 -0.668
H -5.097 5.552 -0.490
H -3.878 5.588 0.789
H -4.536 4.036 0.214
C 0.807 -6.027 8.783
C -0.692 -5.932 9.001
O -1.381 -7.161 8.768
C -1.000 -8.263 9.588
C -1.210 -8.017 11.071
H 1.026 -6.369 7.765
H 1.277 -5.050 8.934
H 1.275 -6.734 9.472
H -1.106 -5.204 8.294
H -0.925 -5.552 10.002
H 0.033 -8.552 9.375
H -1.625 -9.111 9.280
H -0.600 -7.188 11.437
H -0.943 -8.909 11.648
H -2.257 -7.768 11.274
C -2.024 2.687 -5.658
C -1.112 3.380 -4.661
O -0.127 2.516 -4.096
C 0.786 1.913 -5.010
C 1.608 2.918 -5.798
H -2.527 1.833 -5.189
H -2.784 3.383 -6.028
H -1.472 2.306 -6.520
H -1.718 3.750 -3.827
H -0.633 4.259 -5.106
H 0.255 1.226 -5.676
H 1.466 1.296 -4.411
H 0.981 3.556 -6.425
H 2.319 2.401 -6.450
H 2.165 3.574 -5.119
C 6.020 4.965 -7.792
C 4.693 4.531 -8.389
O 3.607 5.393 -8.049
C 3.725 6.751 -8.464
C 3.849 6.918 -9.968
H 5.947 5.030 -6.701
H 6.807 4.248 -8.049
H 6.330 5.946 -8.156
H 4.438 3.540 -7.998
H 4.764 4.423 -9.477
H 4.555 7.235 -7.941
H 2.813 7.260 -8.128
H 4.750 6.439 -10.358
H 3.892 7.979 -10.233
H 2.991 6.463 -10.476
C -7.962 1.904 5.456
C -8.167 0.501 6.000
O -7.057 0.015 6.755
C -6.704 0.767 7.914
C -7.818 0.856 8.942
H -7.062 1.946 4.833
H -8.823 2.208 4.853
H -7.838 2.637 6.256
H -8.296 -0.188 5.158
H -9.085 0.435 6.593
H -6.349 1.761 7.625
H -5.847 0.255 8.368
H -8.697 1.370 8.546
H -7.478 1.406 9.826
H -8.136 -0.145 9.251
C 11.810 5.908 -7.226
C 10.310 6.004 -7.008
O 9.622 4.775 -7.241
C 10.003 3.673 -6.421
C 9.793 3.918 -4.938
H 12.029 5.566 -8.244
H 12.280 6.886 -7.075
H 12.278 5.202 -6.537
H 9.897 6.731 -7.715
H 10.078 6.383 -6.007
H 11.036 3.383 -6.634
H 9.378 2.825 -6.729
H 10.403 4.748 -4.572
H 10.060 3.027 -4.361
H 8.745 4.168 -4.735
C 5.155 -2.361 0.981
C 6.408 -2.868 0.290
O 7.590 -2.725 1.078
C 7.603 -3.413 2.326
C 7.449 -4.917 2.192
H 5.270 -1.308 1.261
H 4.289 -2.456 0.318
H 4.939 -2.920 1.894
H 6.569 -2.282 -0.622
H 6.291 -3.909 -0.031
H 6.847 -2.995 2.996
H 8.575 -3.200 2.789
H 6.490 -5.191 1.745
H 7.510 -5.397 3.174
H 8.237 -5.328 1.550
*
```

- Lowest unoccupied orbital energy: -1.684 eV
- Gap between HOMO and LUMO: 6.4 eV
- SMILES string: CC(=O)OCCCCc1cc([PH2]=N)c2nsnc2c1S.CCOCC.CCOCC.CCOCC.CCOCC.CCOCC.CCOCC.CCOCC.CCOCC